[1]
{
  "formula": "C9H14NO",
  "method": "ωB97M-V with the def2-TZVPD basis set",
  "symbols": ["C", "O", "C", "C", "C", "C", "C", "C", "C", "N", "C", "H", "H", "H", "H", "H", "H", "H", "H", "H", "H", "H", "H", "H", "H"],
  "coordinates": [[2.89, -1.58, -0.05], [2.95, -0.45, -0.90], [1.75, 0.27, -1.04], [1.47, 1.22, 0.13], [0.46, 0.74, 1.19], [-0.89, 0.39, 0.60], [-1.70, 1.36, -0.01], [-2.93, 1.02, -0.57], [-3.34, -0.29, -0.54], [-2.56, -1.20, 0.07], [-1.37, -0.90, 0.63], [1.94, -1.64, 0.48], [3.70, -1.52, 0.68], [3.01, -2.49, -0.65], [0.91, -0.43, -1.22], [1.86, 0.86, -1.96], [2.42, 1.39, 0.63], [1.14, 2.20, -0.24], [0.30, 1.54, 1.92], [0.85, -0.11, 1.75], [-1.35, 2.38, -0.07], [-3.54, 1.76, -1.07], [-4.27, -0.63, -0.96], [-2.88, -2.16, 0.11], [-0.82, -1.72, 1.08]],
  "largest_force_ha_per_bohr": 0.006,
  "relative_energy_kj_mol": 0.0,
  "smiles": "COCCCc1ccc[nH+]c1",
  "total_charge": 1
}

---

[2]
{
  "formula": "C9H14NO2",
  "method": "ωB97M-V with the def2-TZVPD basis set",
  "symbols": ["C", "O", "C", "N", "C", "C", "C", "C", "C", "C", "C", "O", "H", "H", "H", "H", "H", "H", "H", "H", "H", "H", "H", "H", "H", "H"],
  "coordinates": [[-1.12, -1.76, 1.78], [-0.88, -1.40, 0.38], [-0.24, -0.16, 0.23], [-0.43, 0.13, -1.28], [0.47, 1.27, -1.70], [-0.36, -1.04, -2.14], [1.22, -0.16, 0.59], [1.68, 0.67, 1.50], [0.79, 1.60, 2.16], [-0.48, 1.90, 1.83], [-1.12, 1.10, 0.81], [-2.23, 1.23, 0.34], [-1.81, -2.55, 1.70], [-1.38, -0.95, 2.35], [-0.24, -2.24, 2.15], [-1.45, 0.42, -1.19], [1.59, 1.07, -1.47], [0.31, 1.19, -2.81], [0.24, 2.28, -1.43], [0.74, -1.26, -2.18], [-0.80, -1.79, -1.59], [-0.60, -0.78, -3.13], [1.79, -0.98, 0.08], [2.66, 0.81, 1.67], [1.30, 2.19, 2.98], [-1.08, 2.61, 2.40]],
  "largest_force_ha_per_bohr": 0.084,
  "relative_energy_kj_mol": 132.4,
  "smiles": "CO[C@]1([NH+](C)C)C=CC=CC1=O",
  "total_charge": 1
}

---

[3]
{
  "formula": "C9H14NO2P",
  "method": "ωB97M-V with the def2-TZVPD basis set",
  "symbols": ["C", "C", "C", "C", "C", "C", "C", "C", "C", "N", "O", "O", "P", "H", "H", "H", "H", "H", "H", "H", "H", "H", "H", "H", "H", "H", "H"],
  "coordinates": [[3.82, -0.09, 0.10], [3.19, -0.33, -1.12], [3.08, 0.41, 1.16], [1.85, -0.07, -1.27], [1.73, 0.65, 1.02], [1.07, 0.40, -0.19], [-1.23, 1.17, 0.65], [-2.59, 1.55, 0.04], [-0.34, 0.55, -0.35], [-3.37, 0.35, -0.22], [-2.14, -2.38, 0.20], [0.19, -3.12, 0.87], [-0.54, -2.41, -0.17], [4.87, -0.31, 0.22], [3.76, -0.72, -1.95], [3.57, 0.59, 2.11], [1.36, -0.29, -2.21], [1.17, 1.02, 1.87], [-0.75, 2.08, 1.04], [-1.39, 0.50, 1.50], [-3.10, 2.25, 0.71], [-2.42, 2.07, -0.91], [-0.72, 0.46, -1.36], [-2.60, -1.65, -0.24], [-4.20, 0.58, -0.76], [-3.67, -0.05, 0.66], [-0.60, -3.19, -1.36]],
  "largest_force_ha_per_bohr": 0.040,
  "relative_energy_kj_mol": 70.9
}

---

[4]
{
  "formula": "C9H14O",
  "method": "ωB97M-V with the def2-TZVPD basis set",
  "symbols": ["C", "C", "H", "H", "H", "H", "H", "H", "C", "C", "C", "C", "C", "C", "C", "O", "H", "H", "H", "H", "H", "H", "H", "H"],
  "coordinates": [[-0.43, 0.26, 3.33], [-1.86, 0.29, 2.77], [-0.35, -0.46, 4.14], [0.22, -0.08, 2.53], [-0.05, 1.25, 3.63], [-2.05, 1.17, 2.16], [-1.95, -0.52, 2.04], [-2.59, 0.07, 3.55], [-0.76, -1.81, -2.74], [-0.01, -0.74, -2.01], [0.51, -1.01, -0.74], [0.25, 0.49, -2.60], [1.36, -0.07, -0.05], [0.94, 1.51, -1.85], [1.52, 1.18, -0.64], [2.26, 2.18, -0.01], [-1.79, -1.95, -2.38], [-0.24, -2.76, -2.64], [0.28, -1.99, -0.32], [-0.17, 0.74, -3.57], [1.95, -0.36, 0.81], [1.18, 2.46, -2.34], [2.68, 1.78, 0.76], [-0.88, -1.62, -3.81]],
  "spin_multiplicity": 2,
  "largest_force_ha_per_bohr": 0.022,
  "relative_energy_kj_mol": 13.6,
  "total_charge": -1
}

---

[5]
{
  "formula": "C9H14O",
  "method": "ωB97M-V with the def2-TZVPD basis set",
  "symbols": ["C", "C", "C", "C", "C", "C", "C", "C", "C", "O", "H", "H", "H", "H", "H", "H", "H", "H", "H", "H", "H", "H", "H", "H"],
  "coordinates": [[-2.62, -0.27, 1.19], [-2.84, -0.53, 0.06], [0.68, 0.19, -1.55], [0.51, 1.08, 0.26], [1.33, -0.14, -0.23], [-3.13, -0.83, -1.35], [0.67, 2.10, 1.26], [0.68, -1.44, 0.26], [2.84, -0.10, 0.02], [-0.14, 1.18, -0.89], [0.14, -0.41, -2.24], [-2.18, 0.07, 2.20], [-3.10, 0.19, -1.89], [-4.12, -1.25, -1.30], [-2.35, -1.62, -1.77], [1.12, 1.74, 2.11], [-0.35, 2.50, 1.52], [1.30, 2.89, 0.93], [-0.49, -1.42, 0.29], [1.18, -1.70, 1.22], [1.06, -2.20, -0.37], [3.39, -0.59, -0.75], [3.20, -0.39, 0.94], [3.22, 0.97, 0.07]],
  "largest_force_ha_per_bohr": 0.096,
  "relative_energy_kj_mol": 698.2
}

---

[6]
{
  "formula": "C9H14O",
  "method": "ωB97M-V with the def2-TZVPD basis set",
  "symbols": ["C", "C", "C", "C", "C", "C", "C", "H", "H", "H", "H", "H", "H", "H", "H", "C", "C", "O", "H", "H", "H", "H", "H", "H"],
  "coordinates": [[-0.66, 1.09, -2.98], [0.16, 1.34, -1.74], [1.59, 1.62, -1.83], [2.49, 1.48, -0.81], [1.97, 1.08, 0.40], [0.58, 0.72, 0.65], [-0.25, 0.79, -0.45], [-0.33, 0.36, -3.62], [-0.80, 1.92, -3.61], [-1.81, 0.84, -2.67], [1.86, 2.01, -2.79], [3.56, 1.88, -0.96], [2.59, 1.25, 1.21], [0.37, 0.27, 1.61], [-1.22, 0.37, -0.59], [-1.79, -1.27, 1.64], [-0.64, -1.97, 2.40], [-0.85, -3.35, 2.46], [-2.75, -1.27, 2.31], [-1.83, -1.92, 0.76], [-1.55, -0.11, 1.41], [0.35, -1.63, 2.11], [-0.65, -1.76, 3.44], [-0.40, -3.72, 1.63]],
  "largest_force_ha_per_bohr": 0.099,
  "relative_energy_kj_mol": 253.5,
  "smiles": "Cc1ccccc1.CCO"
}

---

[7]
{
  "formula": "C9H14O",
  "method": "ωB97M-V with the def2-TZVPD basis set",
  "symbols": ["C", "C", "C", "C", "C", "O", "C", "C", "H", "H", "H", "H", "H", "H", "H", "H", "C", "C", "H", "H", "H", "H", "H", "H"],
  "coordinates": [[1.34, -1.80, -0.24], [1.00, -0.39, -0.64], [1.81, 0.67, -0.27], [1.58, 1.96, -0.73], [0.57, 2.16, -1.66], [0.26, 3.43, -2.12], [-0.17, 1.10, -2.15], [0.08, -0.18, -1.67], [0.40, -2.35, -0.18], [1.91, -1.90, 0.68], [1.93, -2.23, -1.05], [2.72, 0.51, 0.31], [2.15, 2.82, -0.41], [0.37, 4.08, -1.41], [-0.89, 1.24, -2.94], [-0.50, -1.02, -2.04], [-2.12, -0.32, 1.93], [-1.45, -1.67, 2.19], [-3.19, -0.51, 1.75], [-2.16, 0.35, 2.78], [-1.76, 0.23, 1.07], [-0.82, -1.72, 3.07], [-2.20, -2.44, 2.35], [-0.85, -2.03, 1.36]],
  "largest_force_ha_per_bohr": 0.024,
  "relative_energy_kj_mol": 43.0,
  "smiles": "Cc1ccc(O)cc1.CC"
}

---

[8]
{
  "formula": "C9H14O",
  "method": "ωB97M-V with the def2-TZVPD basis set",
  "symbols": ["C", "C", "C", "C", "C", "O", "C", "C", "H", "H", "H", "H", "H", "H", "H", "H", "C", "C", "H", "H", "H", "H", "H", "H"],
  "coordinates": [[-1.08, -1.56, -3.02], [-0.54, -1.32, -1.64], [0.85, -0.78, -1.41], [1.21, -0.60, -0.06], [0.46, -1.26, 0.93], [0.86, -1.48, 2.20], [-0.88, -1.61, 0.71], [-1.34, -1.71, -0.60], [-1.66, -0.74, -3.43], [-1.60, -2.49, -3.04], [-0.20, -1.87, -3.68], [1.33, -0.45, -2.20], [2.15, -0.06, 0.18], [1.81, -1.69, 2.15], [-1.48, -1.81, 1.54], [-2.41, -1.95, -0.72], [0.68, 3.15, 1.05], [-0.16, 2.20, 2.02], [1.02, 2.58, 0.12], [0.12, 3.94, 0.66], [1.66, 3.36, 1.67], [-1.00, 2.04, 1.33], [0.43, 1.29, 2.33], [-0.22, 2.83, 2.90]],
  "largest_force_ha_per_bohr": 0.165,
  "relative_energy_kj_mol": 192.6,
  "smiles": "Cc1ccc(O)cc1.CC"
}